Record 1
This record from the OMol25 dataset describes CH2F2O3PS as an isolated structure at a distorted geometry. The level of theory is wB97M-V/def2-TZVPD.

Structure (XYZ):
```
10
Properties=species:S:1:pos:R:3:nbo_charge:R:1
C 0.44079 0.50212 -1.33358 0.1532
O 0.50948 -0.56277 0.97434 -1.0112
O -1.66210 -0.59513 -0.03894 -0.9725
O 0.04842 -2.35134 -0.44659 -0.9560
F -0.31731 0.85176 -2.45429 -0.4033
F 1.61554 0.14467 -1.92187 -0.3857
P 0.37226 1.00746 1.39476 0.6321
S -0.30972 -0.94417 -0.39190 2.1361
H -0.98259 0.88154 1.28394 -0.0491
H 0.28523 1.06586 2.93413 -0.1436
```

## Properties
- Relative energy (zero: lowest compared OMol25 entry of this formula, charge and spin): 49.41 kcal/mol
- Charge: -1
- E_LUMO: 3.99 eV
- Gap between HOMO and LUMO: 7.6 eV
- DFT total energy: -1204.25847 hartree

Record 2
This record from the OMol25 dataset describes an isolated ion of composition C5H12NO and charge -1. The level of theory is wB97M-V/def2-TZVPD.

Structure (XYZ):
```
19
Properties=species:S:1:pos:R:3:nbo_charge:R:1
C 1.07632 -0.01789 -2.13538 -0.0089
O 0.00473 0.09942 -2.91917 -0.9541
C 0.70363 -0.34667 -0.67569 -0.0759
C 0.04323 0.84534 -0.01842 -0.4083
C -0.07926 0.77865 1.50100 -0.3891
C -1.29065 -0.01993 2.02905 -0.5975
N -0.22249 -1.47659 -0.58601 -0.8754
H 1.68334 0.93730 -2.02364 0.0526
H 1.84704 -0.78640 -2.42840 0.0542
H 1.57625 -0.63469 -0.07821 0.1412
H -0.94609 0.95450 -0.47853 0.2076
H 0.57363 1.74469 -0.34174 0.1979
H -0.21024 1.79087 1.90122 0.1779
H 0.84104 0.34850 1.89835 0.1857
H -2.13090 0.07682 1.34264 0.2020
H -1.59547 0.40873 2.99382 0.1717
H -1.12565 -1.08594 2.21370 0.2092
H -0.94683 -1.27978 -1.27365 0.3732
H 0.19836 -2.33693 -0.92095 0.3361
```

## Properties
- Relative energy (zero: lowest compared OMol25 entry of this formula, charge and spin): 4.22 kcal/mol
- Charge: -1
- SMILES string: CCC[C@@H](N)C[O-]
- E_LUMO: 4.05 eV
- Gap between HOMO and LUMO: 6.5 eV
- DFT total energy: -327.68933 hartree

Record 3
This record from the OMol25 dataset describes one molecule with the formula C3H4N2O3 at a distorted geometry. The level of theory is wB97M-V/def2-TZVPD.

Structure (XYZ):
```
12
Properties=species:S:1:pos:R:3:nbo_charge:R:1
C 1.26681 0.17017 -1.59906 0.3959
C 0.19090 0.13072 -0.57819 0.1978
C -0.97292 0.14738 1.47760 0.1265
H 2.32204 0.05039 -1.23498 0.1501
H -0.83251 0.58227 -0.97451 0.2072
H -1.35067 -1.86179 0.78967 0.4082
H -1.62992 0.17012 2.25499 0.2101
N -0.60706 -1.12594 1.13022 -0.3188
N -0.41676 1.32970 1.25379 -0.1358
O 1.04296 0.42551 -2.80679 -0.4906
O 0.29982 -1.16683 -0.04905 -0.3593
O 0.68732 1.14831 0.33631 -0.3912
```

## Properties
- Relative energy (zero: lowest compared OMol25 entry of this formula, charge and spin): 139.10 kcal/mol
- Charge: 0
- SMILES string: O=C[C@@H]1ON=CNO1
- E_LUMO: 0.29 eV
- Gap between HOMO and LUMO: 10.2 eV
- DFT total energy: -451.75808 hartree